Record 1
54
Properties=species:S:1:pos:R:3 method="wB97M-V/def2-TZVPD" s2=8.76 multiplicity=6 total_energy_ha=-1850.0909 gap_ev="8.501 / 6.284" relative_energy_kcal_mol=16.7 homo_energy_ev="-13.9059 / -13.8754" charge=+2
Ru 0.27266 0.04495 -0.97539
N -1.03322 -1.28574 -2.49434
C -1.21960 -2.45412 -1.60382
C 0.11777 -3.16283 -1.44122
N 1.12236 -2.22861 -0.90819
C 2.50827 -2.39512 -1.37709
C 3.14067 -1.02457 -1.57496
N 2.25450 -0.24389 -2.45676
H -1.92247 -0.85798 -2.72961
H -0.61493 -1.58265 -3.37036
H -1.96730 -3.15459 -1.98027
H -1.55996 -2.09252 -0.62631
H 0.45202 -3.51078 -2.42008
H -0.00519 -4.04239 -0.80697
H 1.10238 -2.22321 0.10622
H 2.49649 -2.91801 -2.33487
H 3.10293 -2.99137 -0.68424
H 4.14895 -1.13258 -1.97830
H 3.21100 -0.50415 -0.61494
H 2.13237 -0.72878 -3.34067
H 2.64990 0.66600 -2.66532
S 0.18962 4.61840 -1.08875
C 1.84220 4.19049 -1.21469
C 2.02814 2.84300 -1.24469
C 0.81385 2.10922 -1.15659
C -0.27861 2.95248 -1.06285
C -1.66474 2.52316 -0.97330
C -2.74267 3.40902 -1.02640
C -4.03225 2.92021 -0.94776
C -4.22995 1.55120 -0.81448
C -3.11835 0.73370 -0.77093
N -1.86883 1.19706 -0.85070
H 2.59149 4.96596 -1.25755
H 3.01414 2.40065 -1.30343
H -2.55039 4.46702 -1.13802
H -4.87926 3.59161 -0.99123
H -5.22030 1.12465 -0.74856
H -3.23530 -0.33920 -0.65547
C 2.68749 -1.31226 3.20240
C 1.45106 -0.59072 3.70914
S 0.04235 -0.90893 2.60173
O 0.52588 -0.41127 1.23390
C -1.13042 0.36791 3.18812
C -2.36099 -0.28292 3.80644
H 3.52808 -1.08617 3.85605
H 2.94153 -0.97418 2.19816
H 2.55002 -2.39444 3.19527
H 1.60165 0.48753 3.75553
H 1.13125 -0.96260 4.68467
H -1.36887 0.93895 2.29054
H -0.61684 1.01482 3.89745
H -2.88825 -0.90552 3.08336
H -3.04889 0.48526 4.15675
H -2.09344 -0.90118 4.66334

Record 2
15
Properties=species:S:1:pos:R:3 method="wB97M-V/def2-TZVPD" s2=2.01 multiplicity=3 total_energy_ha=-718.8607 gap_ev="5.446 / 8.651" relative_energy_kcal_mol=41.6 homo_energy_ev="-4.6365 / -9.9318" charge=0
C -1.70834 1.80053 0.53552
C 0.05812 0.19301 0.24309
C 2.36627 -0.22032 0.70063
C -1.21855 -1.20440 -1.20254
N -2.10327 0.80500 -0.13262
N 1.18772 -0.74937 0.09208
N -1.10615 -0.07551 -0.32005
S 0.02083 1.74438 0.97730
H -2.17988 2.69855 0.76330
H 2.41027 -0.58463 1.67640
H 2.58563 0.91878 0.73379
H 3.32392 -0.65561 0.35106
H -1.91178 -2.07055 -0.95710
H -1.46610 -0.78480 -2.30705
H -0.25868 -1.81505 -1.15381

Record 3
77
Properties=species:S:1:pos:R:3 method="wB97M-V/def2-TZVPD" multiplicity=1 total_energy_ha=-3238.8647 gap_ev=7.861 homo_energy_ev=-11.5969 charge=+1
C 4.32532 -2.54649 3.64602
C 2.86634 -2.85385 3.23353
B 1.96385 -1.59337 3.45423
O 1.36916 -1.31535 4.64950
N 1.83933 -0.66599 2.31744
C 0.89164 0.28327 2.21768
N -0.10280 0.55763 3.05491
C -0.75641 1.58371 2.51753
N -0.21645 1.96120 1.36469
C -0.53836 3.01059 0.40483
C 0.36371 4.25408 0.51729
C 1.38491 4.22225 1.66646
C 2.63724 5.01097 1.29928
S 3.59965 3.99633 0.15328
O 2.85090 2.81698 -0.19531
O 4.07881 4.81057 -0.90674
Cl 5.13403 3.34014 1.29791
N 0.83561 1.13086 1.14970
H 4.62928 -1.54465 3.35239
H 5.02024 -3.26496 3.22488
H 4.41020 -2.60823 4.72669
H 2.80176 -3.10367 2.17746
H 2.47485 -3.63927 3.87280
H 0.41126 -1.24992 4.62619
H 2.51227 -0.71193 1.57119
H -1.62789 2.06308 2.92301
H -1.58016 3.27101 0.54889
H -0.48003 2.58850 -0.58876
H 0.89073 4.33970 -0.42456
H -0.24459 5.14013 0.66004
H 0.93412 4.63869 2.56369
H 1.72736 3.22644 1.92359
H 3.25671 5.12903 2.18232
H 2.43318 5.97235 0.84566
H 1.44098 1.24346 0.34684
C 2.86469 -6.51589 -1.59274
C 3.06581 -5.50110 -0.74274
C 2.31256 -4.20278 -0.85900
O 2.54905 -3.33853 -0.02670
C 1.36086 -4.04549 -1.93501
C 1.15840 -5.05912 -2.79134
C 1.89525 -6.36972 -2.66461
O 1.63337 -7.23409 -3.47501
O 0.30989 -4.99796 -3.79976
O 3.93251 -5.55705 0.26093
H 3.39835 -7.45248 -1.51691
H 0.83598 -3.10443 -2.01647
H 0.35787 -5.86296 -4.25340
H 3.88122 -4.70014 0.72098
C -1.39778 4.59539 -5.69235
C -1.20727 4.52726 -4.36994
C -1.91701 3.51448 -3.51243
O -1.66592 3.51117 -2.31245
C -2.85043 2.60815 -4.13453
C -3.04986 2.67358 -5.46173
C -2.32109 3.67057 -6.32962
O -2.55067 3.64523 -7.51997
O -3.88354 1.88398 -6.10721
O -0.38446 5.33739 -3.71184
H -0.89113 5.31701 -6.31717
H -3.36611 1.89720 -3.50458
H -3.83516 2.13842 -7.05016
H -0.43829 5.07596 -2.77636
C -3.41828 -2.92274 2.23058
C -2.99404 -1.78246 1.68044
C -3.92029 -0.64012 1.36933
O -3.40743 0.37085 0.90534
C -5.32760 -0.79324 1.64467
C -5.77010 -1.93995 2.18913
C -4.83622 -3.07700 2.53014
O -5.31741 -4.06673 3.03730
O -7.03761 -2.16143 2.47224
O -1.72761 -1.52765 1.36044
H -2.75710 -3.74614 2.46134
H -5.98681 0.02873 1.40446
H -7.08861 -3.05752 2.85861
H -1.74477 -0.63194 0.97356